Entry from the Open Molecules 2025 dataset: C42H42Cl2InN4PS as an isolated structure (ωB97M-V/def2-TZVPD).

Last column: Löwdin charge in e.
Atoms and positions in Å:
In1 -0.370 -0.260 0.247  0.7325
C1 -6.954 1.099 1.518  -0.0528
C2 -6.854 -0.282 1.404  -0.0493
C3 -5.611 -0.880 1.260  -0.0830
C4 -4.459 -0.093 1.233  -0.3681
C5 -4.567 1.292 1.340  -0.0915
C6 -5.812 1.887 1.486  -0.0616
P1 -2.829 -0.844 1.056  1.0624
C7 -3.071 -2.251 -0.077  -0.3697
C8 -2.546 -3.514 0.186  -0.0599
C9 -2.647 -4.523 -0.767  -0.0502
C10 -3.266 -4.279 -1.983  -0.0592
C11 -3.795 -3.020 -2.252  -0.0650
C12 -3.696 -2.011 -1.306  -0.1211
C13 -2.306 -1.559 2.631  -0.3158
C14 -3.209 -1.805 3.633  -0.0501
C15 -2.809 -2.418 4.839  -0.0419
C16 -1.512 -2.802 4.999  -0.0047
C17 -0.545 -2.562 3.989  -0.1514
C18 0.791 -3.001 4.163  -0.0099
C19 1.727 -2.792 3.194  -0.0581
C20 1.372 -2.088 2.022  -0.1549
C21 0.093 -1.635 1.810  -0.2180
C22 -0.919 -1.894 2.793  -0.2095
H1 -7.926 1.561 1.632  0.1164
H2 -7.745 -0.895 1.429  0.1172
H3 -5.539 -1.957 1.164  0.1197
H4 -3.679 1.906 1.312  0.0730
H5 -5.892 2.963 1.574  0.1129
H6 -2.067 -3.720 1.135  0.1108
H7 -2.248 -5.505 -0.549  0.1161
H8 -3.350 -5.069 -2.717  0.1141
H9 -4.299 -2.830 -3.191  0.1142
H10 -4.123 -1.037 -1.518  0.0982
H11 -4.249 -1.534 3.499  0.1053
H12 -3.538 -2.599 5.616  0.1172
H13 -1.196 -3.305 5.905  0.1251
H14 1.049 -3.521 5.077  0.1243
H15 2.740 -3.150 3.319  0.1149
H16 2.145 -1.913 1.283  0.0556
Cl1 2.010 -2.510 -1.428  0.5919
C23 2.884 -1.211 -2.246  -0.9114
Cl2 2.482 0.398 -1.568  0.5713
H17 2.609 -1.201 -3.295  0.0180
H18 3.946 -1.369 -2.109  0.0405
C24 2.389 2.288 4.098  -0.1404
C25 2.935 1.355 3.042  -0.1452
N1 1.952 1.221 1.967  0.0905
C26 0.957 2.090 1.696  -0.3542
N2 0.106 1.777 0.711  -0.0482
C27 -0.845 2.817 0.298  -0.2123
C28 -1.395 3.538 1.514  -0.1527
C29 -0.238 4.166 2.260  -0.1212
N3 0.854 3.204 2.431  -0.0133
C30 1.884 3.546 3.421  -0.1156
H19 3.168 2.532 4.818  0.1304
H20 1.568 1.811 4.638  0.1297
H21 3.130 0.365 3.452  0.1242
H22 3.872 1.748 2.640  0.1307
H23 2.168 0.569 1.232  0.0710
H24 -1.648 2.344 -0.269  0.0699
H25 -0.359 3.530 -0.374  0.1328
H26 -1.905 2.822 2.164  0.1127
H27 -2.109 4.311 1.229  0.1314
H28 -0.551 4.491 3.252  0.1323
H29 0.137 5.043 1.728  0.1397
H30 1.421 4.214 4.145  0.1293
H31 2.700 4.093 2.941  0.1401
N4 -1.002 -0.212 -1.763  -0.3719
S1 -0.791 0.898 -2.903  1.0658
C31 0.042 0.162 -4.286  -0.4467
C32 -0.190 -1.161 -4.637  -0.0727
C33 0.512 -1.699 -5.703  -0.0467
C34 1.425 -0.915 -6.404  -0.0441
C35 1.645 0.408 -6.044  -0.0481
C36 0.953 0.956 -4.971  -0.0877
C37 -2.443 1.177 -3.525  -0.3652
C38 -2.738 1.200 -4.879  -0.0515
C39 -4.043 1.471 -5.271  -0.0425
C40 -5.024 1.718 -4.322  -0.0435
C41 -4.709 1.704 -2.967  -0.0519
C42 -3.412 1.440 -2.562  -0.1026
H32 -1.599 -0.982 -2.053  0.0115
H33 -0.899 -1.769 -4.087  0.1152
H34 0.348 -2.729 -5.990  0.1196
H35 1.967 -1.341 -7.238  0.1195
H36 2.356 1.012 -6.592  0.1199
H37 1.124 1.982 -4.668  0.1196
H38 -1.976 1.013 -5.623  0.1146
H39 -4.288 1.488 -6.325  0.1203
H40 -6.038 1.927 -4.637  0.1189
H41 -5.472 1.902 -2.225  0.1149
H42 -3.164 1.420 -1.506  0.0790

Energy above the lowest of the compared OMol25 structures with the same formula, charge and spin in kcal per mole: 0.0
Charge: +2
Orbital gap in eV: 8.4
Calculated total energy in eV: -100527.67501
LUMO energy in eV: -4.5